Run P
# C3H4O3

A 2-piece molecular cluster, C3H4O3 overall (ωB97M-V with the def2-TZVPD basis set, the Open Molecules 2025 dataset).

Last column: Mulliken charge in e.
CARTESIAN COORDINATES (ANGSTROEM)
O (-0.8403, -0.0738, 2.1980)  -0.4293
C (0.0024, -0.0877, 1.3410)  0.0306
C (0.0769, -1.2439, 0.3212)  0.2019
O (0.1891, -1.1472, -0.8780)  -0.4514
C (-0.0727, 1.1377, -1.2551)  -0.0738
O (-0.8024, 1.3933, -0.3240)  -0.4633
H (0.0717, -2.2370, 0.7943)  0.3620
H (0.8629, 0.6018, 1.3045)  0.2880
H (-0.4672, 0.9434, -2.2626)  0.2550
H (1.0300, 1.1250, -1.1565)  0.2802

Output
SMILES string = O=CC=O.C=O
charge = 0
Kohn-Sham gap = 9.6 eV
LUMO level = -0.0126 hartree


Run Q
# C3H4O3

C3H4O3 as an isolated structure (ωB97M-V with the def2-TZVPD basis set, the Open Molecules 2025 dataset).

Last column: Mulliken charge in e.
CARTESIAN COORDINATES (ANGSTROEM)
O (-0.4578, -0.8301, 2.8110)  -0.2617
C (-0.2822, -0.4982, 1.7321)  0.3925
O (1.3144, -0.1946, 0.7827)  -0.3694
C (1.1762, 0.0431, -0.4474)  -0.3276
C (-0.9848, 0.2970, -0.7278)  -0.3268
O (-1.4990, -0.1113, 0.3482)  -0.3696
H (1.3871, 1.0535, -0.8150)  0.3183
H (1.2854, -0.7883, -1.1546)  0.3132
H (-0.9429, 1.3777, -0.9103)  0.3128
H (-0.9989, -0.3642, -1.6017)  0.3181

Output
charge = 0
Kohn-Sham gap = 9.8 eV
LUMO level = -0.0038 hartree


Run R
# C3H4O3

One molecule with the formula C3H4O3 (ωB97M-V with the def2-TZVPD basis set, the Open Molecules 2025 dataset).

Last column: Mulliken charge in e.
CARTESIAN COORDINATES (ANGSTROEM)
O (2.8287, -0.0067, -0.2442)  -0.3885
C (1.6438, -0.0030, -0.1349)  0.5621
O (0.7090, 1.2352, -0.1574)  -0.3281
C (-0.6381, 0.8564, -0.0825)  -0.2945
C (-0.6182, -0.8540, 0.1886)  -0.2944
O (0.7231, -1.2360, 0.0492)  -0.3273
H (-1.1716, 1.2550, 0.7926)  0.2710
H (-1.1833, 1.0174, -1.0283)  0.2643
H (-1.0089, -1.0140, 1.2082)  0.2651
H (-1.2843, -1.2504, -0.5914)  0.2704

Output
SMILES string = O=C1OCCO1
charge = 0
Kohn-Sham gap = 12.0 eV
LUMO level = 0.0303 hartree


Q: What are the energies relative to the best structure? A: run P 21.9; run Q 64.4; run R 0.0, in kcal/mol.


Run P
# C3H4O3

One molecule with the formula C3H4O3 (ωB97M-V with the def2-TZVPD basis set, the Open Molecules 2025 dataset).

Last column: Mulliken charge in e.
CARTESIAN COORDINATES (ANGSTROEM)
O (0.0539, -1.2350, -0.6080)  -0.4808
C (0.1384, 0.1963, -0.6643)  0.1447
C (0.9507, -0.5551, 0.2959)  0.0306
O (0.4173, -0.7914, 1.5329)  -0.5256
C (-1.0073, 1.0394, -0.1932)  -0.1094
O (-1.2269, 2.1077, -0.7100)  -0.4411
H (-0.3328, -1.2785, 1.0952)  0.3397
H (0.5848, 0.5210, -1.5929)  0.4014
H (2.0307, -0.6727, 0.1849)  0.3864
H (-1.6089, 0.6682, 0.6595)  0.2541

Output
SMILES string = O=C[C@@H]1O[C@@H]1O
charge = 0
Kohn-Sham gap = 10.9 eV
LUMO level = 0.0187 hartree


Run Q
# C3H4O3

One molecule with the formula C3H4O3 (ωB97M-V with the def2-TZVPD basis set, the Open Molecules 2025 dataset).

Last column: Mulliken charge in e.
CARTESIAN COORDINATES (ANGSTROEM)
O (-1.3443, -1.2572, 0.2170)  -0.4783
C (-0.4812, -0.3673, -0.2835)  -0.1044
C (0.1860, 1.5605, 0.2286)  -0.4163
O (1.3109, 0.8740, 0.0437)  -0.2295
C (0.9877, -0.4571, -0.0081)  0.4837
O (1.7581, -1.3536, 0.1887)  -0.5429
H (-0.9787, -2.0157, 0.6952)  0.3474
H (-0.7378, -0.2448, -1.3356)  0.3138
H (-0.7519, 0.9150, 0.7438)  0.3587
H (0.0513, 2.3463, -0.4899)  0.2679

Output
charge = 0
Kohn-Sham gap (alpha / beta) = 8.5 / 8.5 eV
LUMO level (alpha / beta) = 0.0101 / 0.0102 hartree


Run R
# C3H4O3

One molecule with the formula C3H4O3 (ωB97M-V with the def2-TZVPD basis set, the Open Molecules 2025 dataset).

Last column: Mulliken charge in e.
CARTESIAN COORDINATES (ANGSTROEM)
C (-1.5153, 0.2438, 0.6848)  -0.6312
O (-0.1269, -0.0601, 0.8409)  -0.2929
C (0.4762, -0.3964, -0.3130)  0.9538
O (-0.0343, -0.7529, -1.3408)  -0.5559
C (2.0365, 0.3538, -0.3032)  -0.3580
O (1.8605, -0.8579, 0.0775)  -0.2251
H (-1.8945, 0.3996, 1.6948)  0.2260
H (-1.6419, 1.1536, 0.0908)  0.2895
H (-2.0378, -0.5833, 0.1995)  0.2961
H (3.0985, 0.6688, -0.3114)  0.2978

Output
charge = 0
Kohn-Sham gap = 9.4 eV
LUMO level = -0.0032 hartree


Q: What are the energies relative to the best structure? A: run P 0.0; run Q 51.0; run R 37.6, in kcal/mol.


Run P
# C3H4O3

A 2-piece molecular cluster, C3H4O3 overall (ωB97M-V with the def2-TZVPD basis set, the Open Molecules 2025 dataset).

Last column: Mulliken charge in e.
CARTESIAN COORDINATES (ANGSTROEM)
O (-0.3444, -1.4583, -0.9087)  -0.4498
C (0.4801, 0.7485, -0.0684)  -0.4372
C (1.1406, -0.3374, 0.6789)  0.1457
O (2.3493, -0.4425, 0.6710)  -0.4738
C (-0.9185, 0.8687, -0.1049)  0.2655
O (-1.7256, -0.0090, -0.4249)  -0.4390
H (-1.2252, -1.7975, -1.1289)  0.3261
H (1.0965, 1.6273, -0.2471)  0.3594
H (0.4932, -1.0112, 1.2586)  0.3721
H (-1.3460, 1.8114, 0.2744)  0.3311

Output
charge = 0
Kohn-Sham gap (alpha / beta) = 9.4 / 7.8 eV
LUMO level (alpha / beta) = -0.0323 / -0.0856 hartree


Run Q
# C3H4O3

A 2-piece molecular cluster, C3H4O3 overall (ωB97M-V with the def2-TZVPD basis set, the Open Molecules 2025 dataset).

Last column: Mulliken charge in e.
CARTESIAN COORDINATES (ANGSTROEM)
C (-2.6880, -0.0298, -0.1011)  0.6308
C (-1.3305, -0.0584, 0.2650)  0.4895
C (-0.0155, 0.5830, 0.3135)  -0.8836
O (-3.6034, 0.0072, -0.8288)  -0.4238
O (-2.3575, -0.0455, 1.2138)  -0.3273
O (-0.7896, -2.1608, 0.0141)  -0.6981
H (-0.0400, 1.5275, -0.2314)  0.3298
H (0.7149, -0.0710, -0.1610)  0.3042
H (0.2877, 0.7419, 1.3466)  0.3029
H (-0.8738, -2.2636, -0.9366)  0.2756

Output
charge = 0
Kohn-Sham gap (alpha / beta) = 9.3 / 9.3 eV
LUMO level (alpha / beta) = -0.0302 / -0.0303 hartree


Run R
# C3H4O3

One molecule with the formula C3H4O3 (ωB97M-V with the def2-TZVPD basis set, the Open Molecules 2025 dataset).

Last column: Mulliken charge in e.
CARTESIAN COORDINATES (ANGSTROEM)
O (-0.8974, 1.1295, -0.7865)  -0.5355
C (-0.4726, -0.1108, -0.2941)  0.1215
C (-0.3223, -0.0530, 1.2289)  -0.0275
O (-0.5397, -0.9706, 1.9745)  -0.4462
C (0.9058, -0.5096, -0.8156)  -0.0152
O (1.7804, 0.3154, -0.9285)  -0.4643
H (-0.1927, 1.7733, -0.6337)  0.3468
H (-1.2236, -0.8595, -0.5558)  0.3383
H (0.0481, 0.9341, 1.5860)  0.3097
H (1.0803, -1.5808, -1.0313)  0.3724

Output
SMILES string = O=CC(O)C=O
charge = 0
Kohn-Sham gap = 10.1 eV
LUMO level = 0.0012 hartree


Run S
# C3H4O3

C3H4O3 as an isolated structure (ωB97M-V with the def2-TZVPD basis set, the Open Molecules 2025 dataset).

Last column: Mulliken charge in e.
CARTESIAN COORDINATES (ANGSTROEM)
O (-1.4476, -0.9933, 0.1776)  -0.8178
C (-0.6394, -0.2101, -0.4672)  0.1973
C (-0.1446, 1.2566, 0.0853)  -0.3356
O (1.2325, 0.6860, 0.3212)  -0.3014
C (0.7565, -0.4819, 0.0282)  0.5036
O (1.1873, -1.5764, 0.5415)  -0.3914
H (0.3984, -2.1695, 0.4170)  0.3794
H (-0.7160, -0.1112, -1.5785)  0.2655
H (-0.5625, 1.4887, 1.0627)  0.2436
H (-0.0647, 2.1110, -0.5877)  0.2568

Output
charge = 0
Kohn-Sham gap = 8.9 eV
LUMO level = 0.0081 hartree


Q: What are the energies relative to the best structure? A: run P 94.5; run Q 71.3; run R 0.0; run S 45.7, in kcal/mol.


Run P
# C4H10NS

An isolated ion of composition C4H10NS and charge -2 (ωB97M-V with the def2-TZVPD basis set, the Open Molecules 2025 dataset).

Last column: Mulliken charge in e.
CARTESIAN COORDINATES (ANGSTROEM)
C (-0.5682, -1.9288, 0.3544)  -4.3344
N (0.1062, -0.7380, 0.8474)  0.3810
C (0.4313, 0.2624, -0.1988)  0.1800
C (-0.7958, 0.7487, -0.9552)  -0.4697
S (-0.5332, 2.1359, -2.1038)  -0.9485
C (1.2564, 1.3637, 0.4409)  -1.6465
H (-0.5105, -1.9837, -0.7259)  0.5079
H (-1.6239, -2.0259, 0.6531)  0.2594
H (-0.0937, -2.8500, 0.7294)  1.6315
H (-0.4791, -0.2563, 1.5258)  0.2311
H (1.1141, -0.3935, -0.7418)  0.4174
H (-1.5373, 1.0039, -0.1857)  0.3744
H (-1.2205, -0.1259, -1.4501)  0.2812
H (1.9544, 0.9199, 1.1724)  0.5321
H (1.8939, 1.7910, -0.3249)  0.3406
H (0.6060, 2.0766, 0.9627)  0.2625

Output
charge = -2
Kohn-Sham gap (alpha / beta) = 2.0 / 5.8 eV
LUMO level (alpha / beta) = 0.2245 / 0.2235 hartree
spin multiplicity = 2


Run Q
# C4H10NS

A 2-piece molecular cluster, C4H10NS overall (ωB97M-V with the def2-TZVPD basis set, the Open Molecules 2025 dataset).

Last column: Mulliken charge in e.
CARTESIAN COORDINATES (ANGSTROEM)
C (1.8043, 1.7732, 2.4309)  -0.7806
S (0.7829, 1.6301, 0.9192)  -0.7748
H (2.4547, 2.6438, 2.2569)  0.1887
H (1.2265, 1.9554, 3.3432)  0.1811
H (2.4621, 0.9135, 2.5798)  0.2028
C (-1.2594, -0.9162, -2.9719)  -3.4975
C (-1.1253, -0.7207, -1.4867)  2.1254
C (-0.7362, -1.6868, -0.6328)  -2.7983
N (-0.3880, -1.4935, 0.6977)  -0.1302
H (-0.7579, -1.8047, -3.3658)  1.5017
H (-2.3150, -0.8894, -3.2795)  0.3762
H (-0.8438, -0.0132, -3.4434)  0.3490
H (-1.2354, 0.2850, -1.0941)  0.2179
H (-0.6906, -2.6860, -1.0582)  0.5154
H (0.0070, -2.3062, 1.1194)  0.3485
H (-0.0110, -0.5578, 0.9577)  -0.0253

Output
charge = -2
Kohn-Sham gap (alpha / beta) = 2.2 / 6.6 eV
LUMO level (alpha / beta) = 0.2362 / 0.2356 hartree
spin multiplicity = 2


Q: What are the energies relative to the best structure? A: run P 0.0; run Q 4.1, in kcal/mol.


Run P
# C2H4F2

A 2-piece molecular cluster, C2H4F2 overall (ωB97M-V with the def2-TZVPD basis set, the Open Molecules 2025 dataset).

Last column: Mulliken charge in e.
CARTESIAN COORDINATES (ANGSTROEM)
C (-0.8912, 0.5572, -0.0423)  -0.2549
C (0.9517, -0.6299, 0.0582)  -0.3057
F (-1.9662, -0.2502, 0.2072)  -0.2644
F (1.8915, 0.3442, 0.2137)  -0.2562
H (-0.8619, 0.7919, -1.0734)  0.2429
H (-0.9950, 1.3256, 0.6771)  0.2682
H (1.0490, -1.2957, 0.8188)  0.3070
H (0.9053, -1.0761, -0.9018)  0.2632

Output
charge = 0
Kohn-Sham gap = 10.6 eV
LUMO level = 0.0408 hartree


Run Q
# C2H4F2

A 2-piece molecular cluster, C2H4F2 overall (ωB97M-V with the def2-TZVPD basis set, the Open Molecules 2025 dataset).

Last column: Mulliken charge in e.
CARTESIAN COORDINATES (ANGSTROEM)
C (1.5777, 0.0543, -0.3223)  -0.8961
C (-1.3286, -0.0611, 0.2428)  0.1841
F (-1.9913, -0.4514, -0.8300)  -0.2015
F (-1.8094, 1.0794, 0.6203)  -0.1906
H (1.7926, -0.6096, 0.6656)  0.2240
H (1.8443, -0.3920, -1.1890)  0.3407
H (1.2884, 1.0956, -0.2416)  0.3435
H (-1.3738, -0.7153, 1.0542)  0.1960

Output
charge = 0
Kohn-Sham gap (alpha / beta) = 9.4 / 9.3 eV
LUMO level (alpha / beta) = 0.0170 / 0.0090 hartree


Q: What are the energies relative to the best structure? A: run P 0.0; run Q 33.6, in kcal/mol.


Run P
# C3H6N2O2

One molecule with the formula C3H6N2O2 (ωB97M-V with the def2-TZVPD basis set, the Open Molecules 2025 dataset).

Last column: Mulliken charge in e.
CARTESIAN COORDINATES (ANGSTROEM)
C (0.0189, -1.4605, 0.2086)  -0.2752
C (-0.5363, 0.8176, 0.2251)  -0.4609
C (1.0045, 0.9956, 0.0026)  -0.5783
N (-0.8360, -0.5753, 0.0623)  0.2939
N (1.7815, -0.2515, 0.5399)  0.0654
O (2.6749, -0.5676, -0.1768)  -0.4165
O (-2.2724, -0.7782, -0.0861)  -0.4940
H (-0.1614, -2.6155, 0.1750)  0.2556
H (-0.7069, 1.3369, 1.1957)  0.2488
H (-1.1975, 1.4752, -0.4556)  0.2805
H (1.2498, 0.9786, -1.1544)  0.2868
H (1.4271, 1.8093, 0.4426)  0.4452
H (-2.4462, -1.1647, -0.9790)  0.3488

Output
charge = 0
Kohn-Sham gap (alpha / beta) = 6.5 / 8.1 eV
LUMO level (alpha / beta) = 0.0250 / -0.0046 hartree
spin multiplicity = 3


Run Q
# C3H6N2O2

One molecule with the formula C3H6N2O2 (ωB97M-V with the def2-TZVPD basis set, the Open Molecules 2025 dataset).

Last column: Mulliken charge in e.
CARTESIAN COORDINATES (ANGSTROEM)
C (-1.0307, -0.1636, 0.5033)  -0.5520
C (0.2973, -0.4873, 0.0266)  0.2753
C (0.5048, -1.4548, -1.0999)  -1.0988
N (-0.2236, 0.8713, -0.1409)  -0.3409
N (0.2022, 1.9880, 0.4809)  0.9928
O (-0.3563, 2.3924, 1.4746)  -0.5667
O (1.1105, 2.5577, -0.0664)  -0.5147
H (-2.0934, -0.2917, 0.2505)  0.2340
H (-1.0760, -0.0096, 1.5902)  0.3064
H (1.0755, -0.5076, 0.7447)  0.4379
H (-0.2496, -1.2718, -1.9136)  0.2852
H (0.2827, -2.4109, -0.4744)  0.2612
H (1.5565, -1.2122, -1.3756)  0.2803

Output
charge = 0
Kohn-Sham gap (alpha / beta) = 7.7 / 7.2 eV
LUMO level (alpha / beta) = 0.0343 / -0.1193 hartree
spin multiplicity = 3


Q: What are the energies relative to the best structure? A: run P 0.0; run Q 6.8, in kcal/mol.